[1]
{
  "formula": "C29H22I2N5O6Ti",
  "method": "ωB97M-V/def2-TZVPD",
  "species": ["Ti", "O", "C", "O", "C", "C", "C", "C", "C", "N", "C", "O", "O", "H", "H", "H", "H", "I", "C", "C", "C", "I", "C", "O", "C", "C", "N", "C", "C", "C", "C", "C", "C", "N", "C", "H", "H", "H", "H", "H", "H", "H", "H", "H", "H", "H", "O", "C", "C", "C", "C", "C", "C", "C", "N", "C", "C", "N", "H", "H", "H", "H", "H", "H", "H"],
  "coordinates": [[-0.2092, -0.6912, -0.4978], [-3.7268, 0.7065, -2.2496], [-2.5115, 0.1807, -2.0300], [-2.2790, -0.4678, -0.9643], [-1.4758, 0.3458, -2.9613], [-1.4655, 1.0183, -4.2028], [-0.3119, 1.0264, -4.9387], [0.8477, 0.3748, -4.4489], [0.7765, -0.2312, -3.2230], [-0.3386, -0.2614, -2.4886], [1.9154, -0.8737, -2.4670], [3.0028, -1.0739, -2.9600], [1.5558, -1.1365, -1.2475], [-4.2819, 0.4858, -1.4929], [-2.3660, 1.5109, -4.5421], [-0.2734, 1.5434, -5.8882], [1.7761, 0.3476, -5.0002], [0.9978, -6.5988, 4.2154], [0.4918, -5.1709, 2.7576], [-0.6042, -5.3846, 1.9408], [-0.8891, -4.4415, 0.9743], [-2.5660, -4.6559, -0.2741], [-0.1017, -3.2968, 0.7500], [-0.4032, -2.4719, -0.2310], [0.9833, -3.0954, 1.6324], [1.8973, -1.9074, 1.4480], [1.1803, -0.6406, 1.2425], [0.6300, -0.0659, 2.4630], [-0.7855, -0.5252, 2.6821], [-1.3627, -0.5755, 3.9436], [-2.6906, -0.9473, 4.0570], [-3.3820, -1.3035, 2.9088], [-2.7202, -1.2551, 1.6943], [-1.4574, -0.8470, 1.5790], [1.2625, -4.0302, 2.6167], [-1.2270, -6.2600, 2.0545], [2.5001, -2.0788, 0.5570], [2.5657, -1.8319, 2.3130], [1.8149, 0.0414, 0.7949], [0.6118, 1.0224, 2.3586], [1.2391, -0.3143, 3.3375], [-0.7762, -0.3268, 4.8182], [-3.1744, -0.9648, 5.0247], [-4.4168, -1.6126, 2.9493], [-3.2109, -1.5458, 0.7772], [2.1053, -3.8653, 3.2763], [-0.2564, 1.0362, -0.1582], [-0.3224, 2.3599, -0.2618], [-1.5782, 2.9485, -0.0635], [-1.7738, 4.3043, -0.2255], [-0.7248, 5.1201, -0.6120], [0.5279, 4.5690, -0.8001], [0.7700, 3.2090, -0.6061], [2.1456, 2.7232, -0.7417], [2.7531, 1.8107, -0.0112], [4.0540, 1.7647, -0.4424], [4.2433, 2.6608, -1.4459], [3.0286, 3.2708, -1.6213], [-2.4007, 2.2904, 0.1904], [-2.7566, 4.7280, -0.0633], [-0.8822, 6.1798, -0.7611], [1.3495, 5.2240, -1.0659], [4.7632, 1.0765, -0.0160], [5.1048, 2.9043, -2.0411], [2.8087, 3.9655, -2.3115]],
  "forces_ev_per_angstrom": [[-0.9, -1.0, -0.1], [0.0, 0.0, -0.2], [0.0, 0.0, 0.0], [-0.1, 0.0, -0.1], [-0.1, -0.1, 0.1], [0.0, 0.0, -0.1], [-0.1, 0.0, 0.1], [0.1, -0.2, 0.1], [0.2, 0.0, -0.1], [-0.1, 0.3, -0.5], [0.3, 0.3, -0.7], [-0.1, 0.0, 0.1], [0.3, 0.2, 0.2], [0.0, -0.1, 0.1], [0.0, 0.0, 0.0], [0.0, 0.0, 0.0], [0.0, 0.0, 0.0], [-0.1, 0.2, -0.1], [0.1, -0.2, 0.2], [0.0, 0.0, 0.1], [-0.3, 0.4, -0.6], [0.1, -0.1, 0.2], [0.0, -0.9, 0.7], [0.0, -1.6, 0.4], [-0.1, 0.3, -0.3], [0.0, -0.3, 0.0], [0.5, 0.0, -0.4], [-0.2, 0.1, 0.1], [0.0, 0.0, 0.1], [0.0, 0.0, 0.0], [0.1, 0.0, -0.1], [0.0, 0.0, 0.0], [-0.1, 0.0, 0.1], [0.1, 0.2, 0.0], [0.0, 0.0, 0.1], [0.0, 0.0, 0.0], [0.0, 0.1, 0.0], [0.0, 0.0, 0.0], [0.0, -0.1, 0.4], [0.1, 0.0, 0.0], [0.0, 0.0, 0.0], [0.0, 0.0, 0.0], [0.0, 0.0, 0.0], [0.0, 0.0, 0.0], [0.0, 0.0, 0.0], [0.0, 0.0, 0.0], [0.9, 2.8, 0.4], [-0.2, 0.7, -0.1], [0.1, -0.2, 0.0], [-0.2, 0.0, 0.0], [0.0, 0.2, -0.1], [-0.1, 0.0, 0.1], [-0.4, -0.6, 0.1], [0.3, -0.2, 0.0], [-0.4, -0.3, 0.2], [-0.1, -0.1, 0.0], [0.1, 0.0, 0.0], [-0.1, 0.0, -0.1], [0.0, 0.0, 0.0], [0.0, 0.0, 0.0], [0.0, 0.0, 0.0], [0.0, -0.1, 0.1], [0.0, 0.0, 0.0], [0.0, 0.0, 0.0], [0.0, 0.0, -0.1]],
  "homo_lumo_gap_ha": [0.2308, 0.2834],
  "multiplicity": 2,
  "fmax_ha_per_bohr": 0.0579,
  "e_tot_ev": -89488.3370,
  "de_lowest_kj_mol": 76.8,
  "s_squared": 0.761
}

---

[2]
{
  "formula": "C29H22IrN3PSe3",
  "method": "ωB97M-V/def2-TZVPD",
  "species": ["Ir", "Se", "P", "Se", "C", "C", "C", "C", "C", "C", "C", "C", "C", "C", "C", "C", "H", "H", "H", "H", "H", "H", "H", "H", "H", "H", "C", "C", "N", "C", "C", "C", "C", "C", "C", "C", "C", "C", "N", "C", "H", "H", "H", "H", "H", "H", "H", "H", "Se", "C", "C", "C", "N", "C", "C", "H", "H", "H", "H"],
  "coordinates": [[-0.6047, 0.8487, -0.7074], [-1.1172, -1.4156, 0.1103], [1.0093, -1.8689, -0.1175], [1.7171, 0.0387, -0.9116], [1.3055, -3.2399, -1.2401], [1.7127, -3.0393, -2.5537], [1.9116, -4.1348, -3.3826], [1.6957, -5.4171, -2.9026], [1.2832, -5.6164, -1.5900], [1.0932, -4.5311, -0.7540], [1.7863, -2.3327, 1.4321], [1.0597, -2.4633, 2.6079], [1.7070, -2.8625, 3.7692], [3.0681, -3.1171, 3.7528], [3.7970, -2.9774, 2.5752], [3.1585, -2.5925, 1.4110], [1.8715, -2.0360, -2.9266], [2.2365, -3.9840, -4.4031], [1.8527, -6.2687, -3.5512], [1.1182, -6.6184, -1.2181], [0.7897, -4.6866, 0.2749], [-0.0003, -2.2410, 2.6213], [1.1498, -2.9498, 4.6916], [3.5687, -3.4207, 4.6625], [4.8603, -3.1758, 2.5660], [3.7223, -2.4976, 0.4897], [0.7724, 4.2931, -3.0419], [0.7545, 3.0977, -2.3176], [-0.3643, 2.5715, -1.8528], [-1.5367, 3.2231, -2.0799], [-1.6075, 4.4214, -2.7909], [-0.4032, 4.9564, -3.2797], [-2.8862, 5.0495, -2.9709], [-4.0064, 4.5043, -2.4519], [-3.9543, 3.2790, -1.7051], [-5.0810, 2.6794, -1.1163], [-4.9288, 1.5164, -0.4075], [-3.6581, 0.9459, -0.2850], [-2.5860, 1.4867, -0.8328], [-2.7247, 2.6433, -1.5322], [1.7176, 4.6770, -3.3968], [1.6683, 2.5549, -2.1190], [-0.4140, 5.8878, -3.8310], [-2.9300, 5.9754, -3.5290], [-4.9670, 4.9842, -2.5854], [-6.0532, 3.1436, -1.2210], [-5.7699, 1.0293, 0.0638], [-3.5149, 0.0275, 0.2681], [-0.5102, 2.4119, 1.1254], [0.2018, 1.3734, 2.5728], [-0.6417, 0.9121, 3.5738], [-0.0787, 0.2881, 4.6795], [1.2280, 0.0963, 4.8301], [2.0257, 0.5299, 3.8567], [1.5685, 1.1760, 2.7179], [-1.7123, 1.0487, 3.5049], [-0.7125, -0.0678, 5.4846], [3.0879, 0.3590, 3.9953], [2.2641, 1.5250, 1.9676]],
  "forces_ev_per_angstrom": [[-0.2, -0.2, -0.4], [0.0, 0.2, 0.1], [0.1, -0.1, 0.0], [0.0, 0.1, 0.1], [0.1, 0.0, 0.1], [0.0, 0.0, -0.1], [0.0, 0.0, 0.0], [0.0, 0.0, 0.0], [0.0, 0.0, 0.0], [0.0, 0.0, 0.0], [0.0, 0.0, 0.0], [0.0, 0.0, 0.0], [0.0, 0.0, 0.0], [0.0, 0.0, 0.0], [0.0, 0.0, 0.0], [0.0, 0.0, 0.0], [0.0, 0.0, 0.0], [0.0, 0.0, 0.0], [0.0, 0.0, 0.0], [0.0, 0.0, 0.0], [0.0, 0.0, 0.0], [0.0, 0.0, 0.0], [0.0, 0.0, 0.0], [0.0, 0.0, 0.0], [0.0, 0.0, 0.0], [0.0, 0.0, 0.0], [0.0, 0.0, 0.0], [0.0, 0.0, 0.0], [-0.1, 0.1, 0.1], [0.0, 0.0, 0.0], [0.0, 0.0, 0.0], [0.0, 0.0, 0.0], [0.0, 0.0, 0.0], [0.0, 0.0, 0.0], [0.0, 0.0, 0.0], [0.0, 0.0, 0.0], [0.0, 0.0, 0.0], [0.0, 0.0, 0.0], [0.0, 0.0, -0.1], [0.0, 0.0, 0.0], [0.0, 0.0, 0.0], [0.0, 0.0, 0.0], [0.0, 0.0, 0.0], [0.0, 0.0, 0.0], [0.0, 0.0, 0.0], [0.0, 0.0, 0.0], [0.0, 0.0, 0.0], [0.0, 0.0, 0.0], [0.2, -0.1, 0.2], [0.0, 0.0, 0.0], [0.0, 0.0, 0.0], [0.0, 0.0, 0.0], [0.0, 0.0, 0.0], [0.0, 0.0, 0.0], [0.0, 0.0, 0.0], [0.0, 0.0, 0.0], [0.0, 0.0, 0.0], [0.0, 0.0, 0.0], [0.0, 0.0, 0.0]],
  "homo_lumo_gap_ha": 0.2411,
  "fmax_ha_per_bohr": 0.0095,
  "e_tot_ev": -243065.5561,
  "total_charge": 1
}

---

[3]
{
  "formula": "C29H22N2O",
  "method": "ωB97M-V/def2-TZVPD",
  "species": ["C", "C", "N", "C", "C", "C", "C", "C", "N", "C", "C", "H", "H", "H", "H", "H", "C", "C", "C", "C", "C", "C", "C", "C", "C", "C", "O", "C", "C", "C", "C", "C", "C", "C", "C", "C", "C", "H", "H", "H", "H", "H", "H", "H", "H", "H", "H", "H", "H", "H", "H", "H", "H", "H"],
  "coordinates": [[-2.2400, -0.7471, 2.8034], [-3.2174, 0.2198, 2.6538], [-4.0888, 1.0066, 2.5501], [-0.8867, -0.4732, 2.5107], [0.0691, -1.5248, 2.3883], [1.4182, -1.2411, 2.2674], [1.8621, 0.0931, 2.2156], [3.2624, 0.3975, 2.1672], [4.4053, 0.6567, 2.1563], [0.9213, 1.1364, 2.1985], [-0.4334, 0.8650, 2.3084], [-2.5524, -1.7657, 3.0229], [-0.2873, -2.5572, 2.4074], [2.1541, -2.0464, 2.2078], [1.2671, 2.1682, 2.0943], [-1.1575, 1.6831, 2.2758], [0.6191, -3.9818, 9.3282], [-0.4307, -3.2587, 8.5396], [-0.0329, -2.4998, 7.4288], [-0.9698, -1.8865, 6.6224], [-2.3718, -1.9810, 6.9049], [-3.2766, -1.4538, 5.9487], [-4.7009, -1.5255, 5.9661], [-5.4587, -2.5097, 6.6664], [-6.8341, -2.4064, 6.7865], [-7.5105, -1.4381, 6.0330], [-8.9022, -1.3822, 6.0052], [-9.5287, -0.6666, 7.0306], [-10.1135, 0.5620, 6.7136], [-10.6156, 1.3517, 7.7481], [-10.6268, 0.8654, 9.0614], [-10.0864, -0.3939, 9.3480], [-9.5147, -1.1642, 8.3319], [-6.8169, -0.5126, 5.2485], [-5.4443, -0.5319, 5.2607], [-2.7314, -2.5796, 8.1563], [-1.7898, -3.2844, 8.8953], [0.1647, -4.6771, 10.0418], [1.2770, -4.5489, 8.6536], [1.2607, -3.2834, 9.8880], [1.0343, -2.4128, 7.2124], [-0.6665, -1.3352, 5.7299], [-2.8330, -0.8722, 5.1364], [-4.9468, -3.3579, 7.1160], [-7.3968, -3.0633, 7.4486], [-10.1103, 0.8876, 5.6742], [-11.0033, 2.3452, 7.5167], [-11.0482, 1.4727, 9.8642], [-10.0939, -0.7932, 10.3626], [-9.0490, -2.1310, 8.5147], [-7.3904, 0.2228, 4.6824], [-4.9076, 0.2321, 4.7003], [-3.7540, -2.4891, 8.5181], [-2.0981, -3.8568, 9.7749]],
  "forces_ev_per_angstrom": [[0.1, -0.7, 0.2], [-1.9, 1.2, -0.1], [1.3, -1.1, 0.3], [0.4, 0.2, -0.3], [0.1, 0.3, 0.3], [-0.1, 0.0, 0.0], [0.0, -0.1, -0.1], [2.1, 0.4, 0.0], [-2.2, -0.5, 0.0], [-0.4, 0.0, -0.1], [0.5, -0.1, 0.1], [0.0, 0.1, -0.4], [0.2, 0.3, 0.1], [-0.3, 0.2, 0.0], [-0.1, -0.4, 0.0], [0.2, -0.3, 0.1], [0.1, -0.3, 0.2], [0.0, 0.2, -0.2], [-0.1, 0.1, 0.0], [-0.4, 0.0, -0.2], [0.7, -0.2, 0.5], [-0.2, 0.5, 0.5], [-0.7, -0.2, -0.2], [0.2, 0.3, 0.3], [0.0, 0.0, -0.2], [-0.5, 0.4, 0.1], [0.5, -0.3, 0.0], [0.2, 0.3, 0.2], [0.4, -0.2, 0.3], [-0.2, -0.3, 0.0], [0.2, -0.1, -0.1], [0.0, 0.0, -0.2], [-0.2, 0.4, -0.2], [-0.4, -0.2, 0.3], [0.7, 0.0, -0.4], [0.1, -0.3, -0.5], [-0.1, 0.3, 0.0], [0.1, 0.1, -0.1], [-0.2, 0.1, 0.2], [-0.2, -0.1, -0.2], [-0.4, 0.0, -0.1], [0.0, -0.2, 0.2], [-0.1, 0.1, 0.2], [-0.2, 0.2, -0.1], [0.2, -0.1, -0.5], [0.0, 0.0, 0.3], [0.0, -0.3, 0.1], [0.1, -0.2, -0.2], [0.0, 0.2, -0.2], [-0.2, 0.3, 0.1], [0.3, -0.2, 0.1], [0.0, -0.1, 0.0], [0.3, -0.1, -0.1], [0.1, 0.4, -0.2]],
  "homo_lumo_gap_ha": 0.1148,
  "fmax_ha_per_bohr": 0.0448,
  "e_tot_ev": -35453.8111,
  "de_lowest_kj_mol": 191.5
}

---

[4]
{
  "formula": "C29H22N3ORu",
  "method": "ωB97M-V/def2-TZVPD",
  "species": ["Ru", "C", "C", "N", "C", "C", "C", "C", "C", "C", "C", "N", "C", "C", "C", "C", "C", "C", "C", "C", "N", "C", "H", "H", "H", "H", "H", "H", "H", "H", "H", "H", "H", "H", "C", "O", "H", "H", "H", "C", "C", "C", "C", "C", "C", "C", "C", "C", "C", "H", "H", "H", "H", "H", "H", "H"],
  "coordinates": [[-0.5681, -0.1595, 0.1109], [-4.4015, -0.6353, -2.1291], [-3.4620, -0.5840, -1.0909], [-2.1752, -0.4197, -1.2974], [-1.7277, -0.3193, -2.5940], [-2.5992, -0.4213, -3.6952], [-3.9763, -0.5570, -3.4234], [-2.0670, -0.3962, -5.0063], [-0.7171, -0.3168, -5.1780], [0.1631, -0.1842, -4.0852], [-0.3187, -0.1198, -2.7953], [0.3876, 0.0660, -1.6335], [1.6915, 0.4841, -1.4444], [2.4770, 1.1797, -2.3347], [3.7809, 1.5886, -1.9799], [4.3037, 1.3237, -0.7494], [3.5217, 0.6311, 0.2061], [3.9670, 0.3433, 1.5135], [3.1540, -0.3347, 2.3738], [1.8734, -0.7208, 1.9490], [1.4202, -0.4672, 0.7480], [2.2242, 0.2122, -0.1387], [-5.4489, -0.7463, -1.8865], [-3.7743, -0.6861, -0.0595], [-4.6768, -0.6066, -4.2487], [-2.7373, -0.4717, -5.8528], [-0.3078, -0.3557, -6.1799], [1.2289, -0.1671, -4.2529], [2.0680, 1.4629, -3.2925], [4.3765, 2.1321, -2.7029], [5.2988, 1.6577, -0.4836], [4.9507, 0.6754, 1.8245], [3.4735, -0.5668, 3.3801], [1.1966, -1.2564, 2.6044], [-0.1174, 1.8794, 2.2455], [-0.3372, 1.6327, 0.8866], [0.3622, 2.8587, 2.3493], [0.5398, 1.1447, 2.7263], [-1.0487, 1.9041, 2.8246], [-5.1107, 0.1990, 3.4858], [-4.3449, 1.0736, 2.6831], [-3.2115, 0.6251, 2.0647], [-2.7793, -0.7227, 2.2060], [-1.5995, -1.2019, 1.5409], [-1.2317, -2.5118, 1.7644], [-1.9928, -3.3807, 2.5828], [-3.1285, -2.9372, 3.1912], [-3.5469, -1.5935, 3.0263], [-4.7182, -1.0969, 3.6540], [-6.0089, 0.5625, 3.9698], [-4.6596, 2.1034, 2.5649], [-2.6175, 1.2905, 1.4496], [-0.3389, -2.9098, 1.2888], [-1.6689, -4.4060, 2.7230], [-3.7243, -3.6038, 3.8049], [-5.2985, -1.7702, 4.2758]],
  "forces_ev_per_angstrom": [[0.0, -0.1, 0.1], [-0.2, -0.1, -0.1], [-0.1, -0.1, 0.2], [-0.1, 0.8, -0.3], [0.1, 0.0, -0.1], [0.1, 0.0, 0.1], [0.0, 0.0, 0.0], [-0.1, 0.0, -0.1], [0.1, 0.0, 0.0], [0.0, 0.0, 0.0], [0.1, 0.2, 0.2], [0.5, -0.3, 0.2], [-0.2, -0.2, -0.4], [0.1, 0.1, 0.1], [0.0, 0.0, 0.0], [0.1, 0.1, 0.0], [-0.1, -0.1, -0.1], [0.0, 0.0, 0.0], [0.2, -0.1, 0.1], [0.0, -0.4, 0.1], [-0.2, 1.2, 0.0], [0.2, -0.2, -0.1], [0.0, 0.0, 0.0], [0.0, 0.1, 0.0], [0.0, 0.0, 0.0], [0.0, 0.0, 0.0], [0.0, 0.0, 0.0], [0.0, 0.1, -0.1], [0.1, 0.0, 0.0], [-0.1, 0.0, 0.0], [0.0, 0.0, 0.0], [0.0, 0.0, 0.0], [0.0, 0.0, 0.0], [0.0, 0.1, 0.1], [0.2, -0.1, 0.1], [-0.7, -0.6, -0.3], [0.0, 0.0, -0.1], [0.0, 0.0, 0.0], [0.0, 0.0, -0.1], [0.0, 0.0, 0.0], [0.0, 0.0, 0.0], [-0.1, -0.1, 0.0], [0.0, -0.1, 0.1], [0.4, 0.0, 0.4], [-0.2, 0.0, 0.1], [0.0, 0.0, -0.1], [-0.1, 0.0, 0.1], [0.0, 0.1, -0.1], [0.0, -0.1, 0.0], [0.0, 0.0, 0.0], [0.0, 0.0, 0.0], [0.0, 0.0, 0.0], [0.0, 0.0, 0.0], [0.0, 0.0, 0.0], [0.0, 0.0, 0.0], [0.0, 0.0, 0.0]],
  "homo_lumo_gap_ha": [0.2378, 0.2446],
  "multiplicity": 2,
  "fmax_ha_per_bohr": 0.0230,
  "e_tot_ev": -39529.5071,
  "de_lowest_kj_mol": 106.8,
  "s_squared": 0.756
}